(1)
A molecular structure, C21H14BrF6N4O2PV. Source: the OMol25 dataset; level of theory: wB97M-V/def2-TZVPD.

Geometry (Å):
V1 0.56 0.02 0.12
C1 0.67 -4.20 0.16
C2 -0.26 -4.50 1.15
C3 -0.81 -3.46 1.89
C4 -0.42 -2.17 1.61
N1 0.46 -1.88 0.62
C5 1.00 -2.88 -0.08
C6 -0.80 -0.97 2.38
C7 -1.70 -0.85 3.42
C8 -1.78 0.37 4.08
C9 -0.92 1.40 3.75
C10 -0.06 1.22 2.68
N2 -0.08 0.09 1.98
C11 0.96 2.14 2.16
C12 1.31 3.34 2.73
C13 2.30 4.11 2.13
C14 2.90 3.63 0.97
C15 2.51 2.41 0.46
N3 1.57 1.66 1.05
H1 1.13 -4.99 -0.43
H2 -0.54 -5.52 1.34
H3 -1.51 -3.66 2.68
H4 1.70 -2.60 -0.86
H5 -2.32 -1.69 3.71
H6 -2.50 0.50 4.88
H7 -0.93 2.33 4.30
H8 0.82 3.68 3.63
H9 2.59 5.06 2.55
H10 3.67 4.20 0.47
H11 2.96 2.02 -0.44
Br1 -1.97 -2.97 -2.55
C16 -0.86 -1.74 -3.47
C17 -1.05 -1.52 -4.83
C18 -0.22 -0.59 -5.44
C19 0.73 0.09 -4.69
C20 0.80 -0.21 -3.34
N4 0.04 -1.12 -2.74
C21 1.74 0.58 -2.44
O1 2.51 1.40 -2.84
O2 1.58 0.24 -1.17
H12 -1.81 -2.04 -5.37
H13 -0.33 -0.39 -6.50
H14 1.38 0.84 -5.11
F1 -1.40 -0.22 -0.24
P1 -2.23 1.29 -0.69
F2 -1.32 1.25 -2.01
F3 -0.95 2.08 0.03
F4 -2.91 2.65 -1.06
F5 -2.90 1.19 0.76
F6 -3.33 0.39 -1.35

E_LUMO (alpha / beta)   -3.9 / -4.5 eV
Gap between HOMO and LUMO (alpha / beta)   0.296 / 0.276 Ha
Calculated total energy   -5636.8710 a.u.
Charge   +1
E_HOMO (alpha / beta)   -11.96 / -11.96 eV
Spin multiplicity   3
<S²>   2.010

***

(2)
A molecular structure, C21H14BrN3OPbS5. Source: the OMol25 dataset; level of theory: wB97M-V/def2-TZVPD.

Geometry (Å):
Pb1 -0.27 0.11 -0.20
Br1 7.40 -1.83 -0.29
C1 5.55 -1.52 -0.56
C2 4.95 -1.91 -1.77
C3 3.61 -1.72 -1.97
C4 2.77 -1.12 -0.98
O1 1.51 -0.99 -1.22
C5 3.41 -0.70 0.22
C6 2.77 -0.03 1.31
N1 1.53 0.31 1.46
C7 1.17 0.88 2.71
C8 1.75 0.54 3.90
C9 1.41 1.18 5.11
C10 0.46 2.15 5.13
C11 -0.22 2.49 3.93
C12 -1.24 3.47 3.88
C13 -1.88 3.73 2.70
C14 -1.50 3.00 1.56
N2 -0.55 2.10 1.57
C15 0.12 1.85 2.73
C16 4.80 -0.92 0.40
H1 5.56 -2.35 -2.55
H2 3.13 -2.02 -2.89
H3 3.45 0.25 2.11
H4 2.48 -0.26 3.92
H5 1.91 0.88 6.02
H6 0.19 2.65 6.06
H7 -1.52 4.00 4.79
H8 -2.67 4.46 2.64
H9 -2.00 3.16 0.61
H10 5.26 -0.62 1.33
S1 -4.26 0.29 -2.10
C17 -3.18 -0.88 -2.90
C18 -3.59 -1.33 -4.15
C19 -2.84 -2.32 -4.76
C20 -1.73 -2.83 -4.11
C21 -1.38 -2.27 -2.89
N3 -2.08 -1.31 -2.30
H11 -4.46 -0.90 -4.64
H12 -3.14 -2.70 -5.73
H13 -1.14 -3.64 -4.53
H14 -0.49 -2.60 -2.36
S2 -0.94 -1.80 1.51
S3 -2.70 -2.47 0.73
S4 -4.04 -0.95 0.98
S5 -3.46 0.59 -0.25

E_LUMO   -0.6 eV
Gap between HOMO and LUMO   0.251 Ha
Calculated total energy   -5806.0654 a.u.
E_HOMO   -7.39 eV

***

(3)
A molecular structure, C21H14O5PW. Source: the OMol25 dataset; level of theory: wB97M-V/def2-TZVPD.

Geometry (Å):
W1 -0.14 -0.33 0.64
O1 1.64 -0.62 -0.46
C1 1.96 -0.28 0.68
C2 2.97 0.00 1.60
C3 4.33 0.22 1.36
C4 5.14 0.51 2.45
C5 4.61 0.56 3.74
C6 3.24 0.31 3.99
C7 2.43 0.05 2.91
P1 0.72 -0.47 2.96
C8 0.55 -2.17 2.39
C9 1.64 -3.02 2.14
C10 1.45 -4.16 1.36
C11 0.22 -4.42 0.75
C12 -0.87 -3.58 0.99
C13 -0.72 -2.47 1.83
C14 -0.25 0.03 4.32
C15 -0.22 1.39 4.67
C16 -0.99 1.81 5.74
C17 -1.76 0.89 6.45
C18 -1.78 -0.46 6.09
C19 -1.03 -0.91 5.02
H1 4.74 0.19 0.35
H2 6.19 0.71 2.30
H3 5.26 0.79 4.57
H4 2.87 0.33 5.01
H5 2.61 -2.80 2.56
H6 2.28 -4.84 1.21
H7 0.11 -5.29 0.12
H8 -1.84 -3.82 0.57
H9 -1.60 -1.93 2.16
H10 0.39 2.10 4.13
H11 -0.98 2.85 6.04
H12 -2.35 1.23 7.29
H13 -2.38 -1.16 6.66
H14 -1.02 -1.96 4.77
O2 -3.71 1.59 0.72
C20 -2.60 1.24 0.71
O3 -2.03 0.02 0.83
C21 -1.48 2.33 0.48
O4 -1.43 3.45 0.32
O5 -0.10 1.42 0.47

E_LUMO   -12.8 eV
Gap between HOMO and LUMO   0.222 Ha
Calculated total energy   -1592.1452 a.u.
Charge   +3
E_HOMO   -18.86 eV

***

Energy above the lowest of the compared OMol25 structures with the same formula, charge and spin in eV, matching the order above: 0.748 0.000 0.000
Maximum force in eV/Å, matching the order above: 5.18 0.63 0.64